# C4H12N2O

The molecule C4H12N2O (wB97M-V/def2-TZVPD, OMol25).

For the energy relative to the best compared isomer or geometry (same formula, charge and spin), the calculation gives 55.4 kcal/mol. The gap between HOMO and LUMO is 10.3 eV. Its total energy is -344.2968 hartree. As for the SMILES: C[C@H](N)[C@H](C)ON.

XYZ file:
```
19
Properties=species:S:1:pos:R:3:forces:R:3:mulliken_charge:R:1
C 0.14728 -0.30996 -0.52127 0.035 -0.363 0.182 0.512
C -1.11343 -0.12684 0.36379 0.237 0.290 -0.295 0.175
C 1.44486 -0.50656 0.26018 -0.322 0.108 -0.316 -1.539
C -0.96349 1.02989 1.34596 -0.163 -0.202 -0.317 -1.452
N 1.17016 0.67313 -2.39693 -0.016 -0.251 0.193 -0.615
N -1.49225 -1.32472 1.08876 0.034 -0.204 0.065 -0.671
O 0.20805 0.84347 -1.34935 0.107 0.362 -0.402 -0.244
H -0.01142 -1.19186 -1.16484 -0.036 0.128 0.096 0.301
H -1.93652 0.10709 -0.32259 0.119 0.013 0.032 0.361
H 1.78611 1.48216 -2.34074 -0.230 -0.068 0.016 0.232
H 0.64701 0.73771 -3.26945 0.001 0.124 0.247 0.227
H -1.60485 -2.10912 0.45600 0.027 -0.020 0.090 0.289
H -0.77749 -1.56696 1.76675 -0.065 -0.070 -0.025 0.268
H 2.25774 -0.68263 -0.44022 0.060 -0.046 0.013 0.441
H 1.67421 0.38111 0.84303 0.041 0.084 0.106 0.309
H 1.36364 -1.36459 0.92315 0.049 -0.090 0.081 0.365
H -0.23343 0.79015 2.11490 0.118 0.012 0.115 0.330
H -0.64797 1.92217 0.81404 0.074 0.150 0.039 0.341
H -1.91821 1.21636 1.82883 -0.071 0.044 0.078 0.369
```
Forces are in eV/Å.

---

# C34H38BrCl3N5O6RuSe2

C34H38BrCl3N5O6RuSe2 as an isolated structure (wB97M-V/def2-TZVPD, OMol25).

For the energy relative to the best compared isomer or geometry (same formula, charge and spin), the calculation gives 6.3 kcal/mol. The expectation value of S² is 0.765. The gap between HOMO and LUMO (spin up / spin down) is 7.0 / 6.8 eV. The spin multiplicity is 2. Its total energy is -10895.9676 hartree.

XYZ file:
```
90
Properties=species:S:1:pos:R:3:forces:R:3:lowdin_spin:R:1
Ru 0.46873 0.17932 0.21279 0.111 -0.493 -0.387 0.913
O 4.64330 1.17019 0.07381 0.044 0.062 -0.091 0.002
C 5.30606 -0.06451 -0.07090 -0.010 -0.061 0.021 0.000
C 4.42188 -1.30803 -0.24724 -0.047 0.076 -0.015 0.003
C 5.44620 -2.44810 -0.46604 0.027 0.002 -0.018 0.001
O 4.88924 -3.72555 -0.72265 -0.022 0.001 0.010 0.000
C 3.56654 -1.70547 0.95276 -0.083 -0.161 0.024 0.003
Se 2.21076 -0.55311 1.77109 0.116 0.209 0.080 0.000
C 3.56381 -1.23047 -1.50227 -0.197 -0.119 -0.069 0.001
Se 2.07603 0.05283 -1.62421 0.299 0.176 0.121 -0.003
H 3.96851 1.22085 -0.62472 -0.026 -0.025 0.038 0.002
H 5.94006 -0.18321 0.81170 -0.051 -0.013 0.050 0.000
H 5.97458 -0.02094 -0.94354 0.039 -0.022 0.009 0.000
H 6.11296 -2.48935 0.40488 0.011 0.002 -0.008 0.000
H 6.05495 -2.21644 -1.34238 0.003 -0.013 0.004 0.000
H 4.42509 -4.02173 0.06661 0.014 0.007 -0.010 0.000
H 4.21542 -1.91184 1.81053 0.028 0.024 -0.008 -0.002
H 3.05889 -2.63998 0.70149 -0.027 0.010 -0.001 0.000
H 3.17810 -2.22492 -1.72019 -0.048 0.009 0.007 0.001
H 4.18067 -0.92726 -2.35344 0.021 -0.028 -0.002 -0.001
C -4.00753 -1.13516 4.84561 0.010 -0.009 -0.109 0.000
N -3.01327 -0.09524 4.61238 0.098 0.032 0.252 0.001
N -1.79876 -0.48515 4.05481 -0.165 -0.047 -0.248 0.003
C -1.31615 0.52588 3.22163 0.132 -0.354 0.064 0.002
O -0.21718 0.44373 2.67007 -0.170 0.488 0.049 0.017
C -2.33109 1.54076 3.24383 -0.114 0.036 -0.008 0.000
C -3.33781 1.10490 4.03958 0.017 0.007 -0.036 0.000
C -4.67215 1.71345 4.28940 -0.015 0.004 0.021 0.000
C -1.00320 -1.45939 4.70619 0.068 0.077 0.130 0.000
C -0.11732 -2.22388 3.96068 0.030 -0.022 0.009 0.001
C 0.67907 -3.15502 4.61038 -0.004 0.009 -0.029 0.000
C 0.58318 -3.34112 5.98134 -0.003 -0.003 0.008 0.000
C -0.30500 -2.56991 6.71852 0.004 -0.004 -0.014 0.000
C -1.08931 -1.61776 6.08754 -0.008 -0.017 -0.044 0.000
H -3.49662 -2.04294 5.15387 -0.001 0.015 0.031 0.000
H -4.58665 -1.34843 3.94467 0.003 -0.022 -0.024 0.000
H -4.66862 -0.82172 5.65113 -0.017 0.020 -0.020 0.000
H -2.29482 2.46846 2.70382 0.035 0.009 -0.033 0.000
H -4.72206 2.69380 3.82206 0.006 0.000 0.002 0.000
H -4.86526 1.82345 5.35739 0.003 -0.006 -0.002 0.000
H -5.46540 1.09327 3.86626 0.000 0.005 0.002 0.000
H -0.02423 -2.07541 2.89473 -0.011 0.010 0.027 0.001
H 1.38138 -3.73666 4.02715 0.004 -0.001 0.007 0.000
H 1.20324 -4.07721 6.47627 -0.002 0.001 -0.001 0.000
H -0.37691 -2.69602 7.79110 -0.001 0.002 0.000 0.000
H -1.75969 -0.98916 6.65903 -0.003 0.003 0.001 0.000
Br -1.82494 2.92068 -0.12311 0.008 -0.013 0.048 -0.001
C 0.03870 3.21960 -0.08394 -0.150 0.021 0.209 -0.002
C 0.45056 4.50932 -0.37189 0.048 0.042 0.004 0.000
C 1.77681 4.85084 -0.17180 -0.054 -0.064 0.014 -0.001
C 2.62075 3.89392 0.35951 0.025 0.041 -0.007 0.000
C 2.12927 2.62586 0.59195 0.090 -0.184 0.004 -0.001
N 0.86199 2.25229 0.33464 0.065 0.180 -0.218 -0.006
H -0.27782 5.22453 -0.72224 0.009 0.004 -0.009 0.000
H 2.12543 5.84922 -0.40114 0.002 -0.002 0.002 0.000
H 3.66282 4.08728 0.57119 -0.019 0.025 0.009 0.000
H 2.76647 1.85000 0.99083 -0.017 -0.001 -0.014 0.000
Cl -4.24802 -1.52778 0.94868 0.023 -0.025 -0.012 0.001
C -2.75613 -2.37891 0.52111 -0.025 0.023 0.007 0.001
Cl -2.37319 -3.55869 1.78088 -0.020 -0.018 0.009 0.000
Cl -2.99133 -3.21311 -1.02592 -0.012 -0.036 -0.007 0.000
C -1.57151 -1.37900 0.38903 0.013 0.016 0.254 0.000
O -0.43075 -1.85228 0.15708 0.177 0.183 -0.104 -0.008
O -1.79211 -0.17113 0.55148 -0.208 -0.181 -0.089 0.047
C -2.33305 -0.42441 -5.94016 -0.048 -0.022 0.044 0.000
N -1.31479 -0.49960 -4.90283 0.136 0.043 -0.072 0.002
N -1.30393 0.53765 -3.96983 -0.192 -0.056 0.008 0.001
C -0.90143 0.04345 -2.73910 0.218 -0.061 -0.179 0.001
O -0.63447 0.78874 -1.79303 -0.188 0.272 0.339 0.013
C -0.79062 -1.37653 -2.90643 -0.084 -0.127 -0.013 0.001
C -1.08409 -1.65696 -4.19790 -0.011 0.039 0.045 0.001
C -1.21026 -2.97863 -4.86753 0.011 -0.011 -0.017 0.000
C -1.06591 1.86657 -4.41131 0.083 -0.009 -0.038 0.000
C -1.74412 2.90796 -3.79847 -0.006 -0.009 0.014 0.000
C -1.49405 4.21183 -4.19895 -0.003 -0.006 0.012 0.000
C -0.59267 4.46882 -5.22200 0.005 0.007 -0.008 0.000
C 0.07125 3.41759 -5.83988 0.001 0.002 0.001 0.000
C -0.15390 2.11276 -5.43038 -0.013 -0.002 0.023 0.000
H -2.44577 0.61413 -6.24070 0.031 -0.003 -0.020 0.000
H -3.29894 -0.80364 -5.59411 -0.010 0.037 0.016 0.000
H -2.00307 -0.99528 -6.80540 -0.011 -0.037 0.019 0.000
H -0.49437 -2.06308 -2.13131 0.022 0.051 -0.072 0.000
H -0.83394 -3.75760 -4.20891 -0.004 0.003 0.004 0.000
H -0.64863 -3.00778 -5.80179 0.006 0.005 0.003 0.000
H -2.25569 -3.19999 -5.09477 0.001 0.000 -0.008 0.000
H -2.44926 2.68757 -3.01034 0.007 0.006 0.014 0.000
H -2.01598 5.02752 -3.71495 0.001 -0.004 -0.002 0.000
H -0.40734 5.48670 -5.53934 0.000 -0.002 0.001 0.000
H 0.78021 3.61454 -6.63339 -0.001 -0.002 0.001 0.000
H 0.37823 1.28520 -5.88106 -0.002 0.001 -0.003 0.000
```
Forces are in eV/Å.